i.
Density functional theory data (ωB97M-V/def2-TZVPD) for the molecule C2H3N3O.

Positions of all 9 atoms, in Å:
1 N -1.57 -0.17 0.06
2 C -0.19 -0.15 0.12
3 C 0.74 0.91 -0.15
4 N 1.94 0.44 0.00
5 O 1.81 -0.84 0.39
6 N 0.50 -1.21 0.46
7 H -1.93 -1.10 0.25
8 H -1.93 0.14 -0.84
9 H 0.62 1.98 -0.29

Structure (SMILES): Nc1cnon1
HOMO level in Eh: -0.3623
LUMO in eV: 0.8


ii.
Density functional theory data (ωB97M-V/def2-TZVPD) for a structure of composition C2H3N3O.

Positions of all 9 atoms, in Å:
1 C -0.59 0.19 -0.15
2 C 1.43 0.47 -0.08
3 H -2.26 -0.97 -0.13
4 H -2.78 0.82 -0.23
5 H 2.55 0.86 0.28
6 N -1.97 0.01 0.20
7 N 0.25 1.27 0.00
8 N 1.31 -0.79 0.14
9 O 0.04 -1.01 -0.12

HOMO level in Eh: -0.3551
LUMO in eV: 0.5


Which is more stable than every other structure shown? i is more stable than every other one.